70
Properties=species:S:1:pos:R:3 method="wB97M-V/def2-TZVPD" lumo_ev=-4.4 total_energy_ev=-67737.8758 homo_energy_ev=-11.733 gap_ev=7.346 total_charge=+1
C 1.185 -1.926 2.848
C 0.514 -1.390 1.990
C -0.353 -0.892 0.781
C 0.200 0.449 0.087
N 1.646 0.417 0.127
C 2.237 -0.659 -0.705
C 3.630 -0.279 -1.343
C 3.530 0.676 -2.608
C 4.934 1.459 -2.703
C -0.549 1.711 0.775
P -0.786 1.716 2.617
O -1.866 0.826 3.113
O 0.660 1.454 3.373
O -1.246 3.286 3.014
N -1.827 1.891 0.028
C -1.790 0.811 -0.955
N -2.781 0.120 -1.399
C -4.160 0.401 -0.948
I -4.960 -1.462 -0.137
C -4.974 1.000 -2.193
C -4.447 0.526 -3.603
I -7.090 0.473 -2.103
N -0.360 0.663 -1.303
O 0.242 1.812 -1.783
B -0.354 2.272 -3.003
O -0.076 1.792 -4.281
O -1.291 3.351 -2.890
H 1.458 -2.498 3.767
H -1.401 -0.780 1.194
H -0.411 -1.672 -0.036
H 2.065 1.333 -0.049
H 1.552 -1.067 -1.502
H 2.442 -1.528 -0.004
H 4.076 -1.250 -1.721
H 4.334 0.094 -0.547
H 2.649 1.371 -2.589
H 3.471 0.033 -3.538
H 5.593 0.807 -3.349
H 5.422 1.544 -1.691
H 4.844 2.452 -3.215
H -0.041 2.715 0.603
H 1.343 1.920 2.845
H -0.824 3.554 3.853
H -1.970 2.808 -0.405
H -2.544 -0.626 -2.073
H -4.226 1.153 -0.120
H -4.891 2.125 -2.162
H -4.494 -0.589 -3.748
H -3.363 0.815 -3.787
H -5.037 1.069 -4.392
H 0.153 2.567 -4.837
H -0.828 4.041 -2.365
C 2.478 -0.086 6.373
O 3.547 -0.386 5.485
H 2.888 0.263 7.319
H 1.853 0.697 5.937
H 1.880 -0.985 6.548
H 3.147 -0.688 4.660
C -3.922 -3.024 -6.411
O -3.499 -2.068 -5.441
H -4.815 -3.524 -6.042
H -4.154 -2.519 -7.351
H -3.134 -3.763 -6.571
H -2.708 -1.640 -5.790
C 2.828 -4.102 7.695
O 2.860 -3.729 6.323
H 2.558 -5.155 7.764
H 3.813 -3.952 8.143
H 2.084 -3.504 8.226
H 3.101 -2.795 6.287